{"formula": "C2H5NO5", "method": "the ωB97M-V functional and the def2-TZVPD basis", "species": ["C", "N", "O", "O", "H", "H", "H", "O", "C", "O", "O", "H", "H"], "coordinates": [[1.044750, 0.631340, 0.917262], [0.005817, 1.087862, 0.346101], [-1.212573, 0.870041, 0.489310], [0.154079, 2.046750, -0.736682], [1.079611, 0.004417, 1.887587], [1.875584, 0.967608, 0.434776], [-0.678971, 2.334849, -0.982181], [-0.717956, -3.470970, -1.359308], [-0.872700, -2.415279, -0.828384], [0.108519, -1.575953, -0.373160], [-2.135918, -1.921563, -0.536017], [1.006990, -2.013423, -0.535730], [-2.161522, -0.906423, -0.219453]], "forces_ev_per_a": [[-0.70, -0.91, 2.24], [-3.44, 1.32, -1.55], [0.10, -0.69, 1.03], [5.35, -1.66, 1.44], [-0.67, 1.12, -2.22], [2.55, 0.77, -0.73], [-3.29, 0.27, -0.12], [0.27, 0.30, 0.10], [-1.62, 1.00, 0.89], [1.12, -1.37, -0.64], [1.39, 2.29, 0.28], [-1.93, 0.64, 0.11], [0.86, -3.08, -0.82]], "lowdin_charge": [0.079, -0.347, -0.048, 0.072, 0.155, 0.063, 0.065, 0.132, -0.611, 0.052, 0.062, 0.167, 0.159], "homo_energy_ha": -0.3685, "total_energy_ev": -13878.8895, "e_lumo_ev": 0.3, "fmax_ev_per_a": 5.8, "total_charge": 0, "homo_lumo_gap_ev": 10.302, "smiles": "C=[N+]([O-])O.O=C(O)O"}



{"formula": "C2H5NOS", "method": "the ωB97M-V functional and the def2-TZVPD basis", "species": ["C", "S", "N", "C", "O", "H", "H", "H", "H", "H"], "coordinates": [[2.274379, 0.642895, 0.157396], [1.034401, -0.655174, -0.127676], [-0.432690, 0.290224, -0.098887], [-1.722000, -0.203472, 0.260950], [-2.756120, 0.342005, -0.069936], [2.891716, 0.574584, 1.027002], [2.840408, 0.975981, -0.728852], [1.680710, 1.603890, 0.444818], [-0.598239, 1.133399, -0.758455], [-1.601495, -1.209210, 0.799918]], "forces_ev_per_a": [[-1.79, 3.03, 0.07], [-0.37, 0.67, -0.20], [-1.94, 1.58, -0.97], [1.56, -0.70, -0.43], [1.17, -0.55, 0.62], [0.56, -0.89, 0.40], [-0.20, -0.74, 0.27], [0.64, -1.63, -0.59], [0.90, -1.98, 1.16], [-0.54, 1.21, -0.34]], "lowdin_charge": [-0.423, 0.809, -0.368, -0.412, 0.011, 0.011, 0.033, 0.068, 0.141, 0.131], "homo_energy_ha": -0.3278, "total_energy_ev": -16526.9001, "e_lumo_ev": 0.8, "fmax_ev_per_a": 3.5, "total_charge": 0, "homo_lumo_gap_ev": 9.672, "smiles": "CSNC=O"}



{"formula": "C2H5NOS", "method": "the ωB97M-V functional and the def2-TZVPD basis", "species": ["C", "O", "C", "N", "S", "H", "H", "H", "H", "H"], "coordinates": [[-1.043686, 0.796928, 0.748729], [0.084965, 0.114787, 0.365142], [0.105223, -0.264975, -0.928240], [1.040998, -1.043815, -1.402485], [2.121284, -1.890254, -0.405959], [-0.923577, 1.229544, 1.751726], [-1.975691, 0.190530, 0.889206], [-1.137933, 1.565602, 0.016637], [-0.597032, 0.264331, -1.604198], [2.325449, -0.962678, 0.569443]], "forces_ev_per_a": [[-1.75, 0.53, 1.45], [0.99, -1.63, -0.11], [2.71, -1.06, -0.79], [-2.52, 1.24, 0.45], [-0.01, 0.74, 0.20], [0.52, 0.04, -0.43], [0.77, 0.11, -0.74], [-0.97, 0.97, -0.26], [0.39, -0.57, 0.34], [-0.14, -0.37, -0.12]], "lowdin_charge": [-0.114, -0.145, -0.327, -0.392, 0.697, 0.099, 0.110, 0.076, 0.138, -0.143], "homo_energy_ha": -0.3140, "total_energy_ev": -16526.2721, "e_lumo_ev": 0.8, "fmax_ev_per_a": 3.0, "total_charge": 0, "homo_lumo_gap_ev": 9.366, "smiles": "CO/C=N\\S"}



{"formula": "C2H5NOS", "method": "the ωB97M-V functional and the def2-TZVPD basis", "species": ["C", "C", "O", "S", "N", "H", "H", "H", "H", "H"], "coordinates": [[-1.193607, 1.294481, 0.046508], [0.030154, 0.635274, 0.322716], [0.827742, 0.865889, 1.155720], [0.364186, -0.704796, -0.925665], [1.414509, -1.736948, -0.060583], [-1.387646, 1.518478, -1.027232], [-1.337159, 2.077363, 0.730106], [-1.971382, 0.575867, 0.114562], [2.247980, -1.864823, -0.555085], [1.005220, -2.660785, 0.198952]], "forces_ev_per_a": [[-1.95, 0.37, -1.87], [2.07, -2.04, -1.80], [0.67, 0.42, 1.55], [-0.24, -0.42, 0.47], [-1.79, -0.44, 0.84], [0.84, 0.52, 0.59], [-0.39, 1.33, 0.54], [-0.92, -0.85, 0.81], [1.42, -0.18, -0.68], [0.29, 1.29, -0.46]], "lowdin_charge": [-0.098, -0.768, 0.065, 0.840, -0.341, 0.109, 0.081, 0.074, -0.013, 0.050], "homo_energy_ha": -0.3326, "total_energy_ev": -16527.1668, "e_lumo_ev": 0.7, "fmax_ev_per_a": 3.4, "total_charge": 0, "homo_lumo_gap_ev": 9.745, "smiles": "CC(=O)SN"}



{"formula": "C2H5NOS", "method": "the ωB97M-V functional and the def2-TZVPD basis", "species": ["C", "C", "S", "N", "O", "H", "H", "H", "H", "H"], "coordinates": [[-1.048954, 0.836740, 0.640868], [-0.421739, -0.247857, -0.307655], [-0.862939, -1.610115, -1.005733], [0.891170, 0.001300, -0.422538], [1.846019, -1.193908, -0.681035], [-2.071197, 1.190809, 0.280665], [-1.004801, 0.373768, 1.718505], [-0.130264, 1.618822, 0.639567], [1.684730, 0.855853, -0.276068], [1.117975, -1.825413, -0.586575]], "forces_ev_per_a": [[1.90, -0.12, -0.04], [1.54, 2.65, 1.56], [-2.55, -2.10, -0.45], [6.60, 0.78, 0.12], [-1.91, 3.44, 0.38], [1.59, -0.32, 0.80], [-0.54, 0.87, -2.13], [-2.87, -1.03, 0.16], [-3.75, -2.97, -0.08], [-0.01, -1.19, -0.33]], "lowdin_charge": [-0.073, -0.934, 0.735, -0.107, -0.104, 0.088, 0.110, 0.101, 0.243, -0.060], "homo_energy_ha": -0.3256, "total_energy_ev": -16524.1682, "e_lumo_ev": 0.5, "fmax_ev_per_a": 6.6, "total_charge": 0, "homo_lumo_gap_ev": 9.400, "smiles": "CC(=S)NO"}



{"formula": "C2H5NOS", "method": "the ωB97M-V functional and the def2-TZVPD basis", "species": ["C", "S", "C", "N", "O", "H", "H", "H", "H", "H"], "coordinates": [[1.885147, 0.474706, 0.059770], [0.701499, -0.845673, -0.033986], [-0.802568, 0.198667, -0.036968], [-1.974535, -0.424583, 0.120935], [-0.665529, 1.383178, -0.084085], [2.411205, 0.616927, 1.047204], [2.608830, 0.486705, -0.739505], [1.218755, 1.408210, 0.030802], [-2.759409, 0.264303, 0.139347], [-2.052866, -1.378958, -0.244745]], "forces_ev_per_a": [[-0.36, 2.31, 1.37], [-0.43, -0.45, 0.11], [1.76, -0.50, 0.16], [-1.26, -0.08, -0.29], [-0.71, 1.52, 0.09], [-0.51, -0.84, -0.90], [0.03, -0.15, -0.28], [1.12, -1.17, -0.42], [0.73, -1.42, -0.30], [-0.37, 0.78, 0.46]], "lowdin_charge": [-0.442, 0.856, -0.867, 0.098, -0.015, 0.055, 0.022, 0.049, 0.139, 0.106], "homo_energy_ha": -0.3377, "total_energy_ev": -16528.1016, "e_lumo_ev": 0.7, "fmax_ev_per_a": 2.7, "total_charge": 0, "homo_lumo_gap_ev": 9.907, "smiles": "CSC(N)=O"}



{"formula": "C2H5NOS", "method": "the ωB97M-V functional and the def2-TZVPD basis", "species": ["C", "C", "N", "O", "S", "H", "H", "H", "H", "H"], "coordinates": [[0.212749, -0.212642, -0.095677], [0.864163, 1.085759, -0.308804], [-1.080924, -0.197571, 1.083928], [-0.415609, -2.659939, -0.445174], [0.525874, -1.617122, -0.871297], [1.471063, 1.357960, 0.555079], [1.493759, 1.031445, -1.192091], [0.121979, 1.871708, -0.450230], [-1.744729, 0.479193, 0.730254], [-1.448326, -1.138793, 0.994011]], "forces_ev_per_a": [[-3.85, -0.62, 2.66], [0.23, 0.07, 0.03], [4.18, -0.25, -2.90], [-0.22, -0.63, 0.04], [-0.18, 1.36, 0.69], [0.02, 0.01, 0.02], [0.18, 0.14, -0.09], [-0.03, -0.02, -0.06], [-0.10, -0.02, -0.26], [-0.23, -0.04, -0.12]], "lowdin_charge": [-0.528, -0.145, 0.058, -0.592, 0.924, 0.086, 0.072, 0.082, 0.034, 0.009], "homo_energy_ha": -0.3348, "total_energy_ev": -16525.7790, "e_lumo_ev": 0.2, "fmax_ev_per_a": 5.1, "total_charge": 0, "homo_lumo_gap_ev": 9.283}



{"formula": "C2H5NOS", "method": "the ωB97M-V functional and the def2-TZVPD basis", "species": ["N", "C", "C", "O", "S", "H", "H", "H", "H", "H"], "coordinates": [[-2.118132, -0.419382, -0.166524], [-0.808106, -0.810744, 0.084054], [0.013784, 0.424303, 0.052686], [-0.263174, 1.554261, 0.064591], [1.617235, -0.212023, -0.067612], [-1.851201, 0.413552, -0.795859], [-2.516885, -0.015182, 0.829921], [-0.456026, -1.081719, 1.188949], [-0.663535, -1.456744, -0.702788], [1.310135, -1.647311, 0.390059]], "forces_ev_per_a": [[-3.53, 3.01, 2.58], [-0.19, 1.32, 3.92], [2.71, -3.74, -0.44], [-1.21, 3.03, -0.08], [2.60, -2.31, 0.90], [-2.20, -1.03, 1.27], [0.89, -0.73, -3.66], [-1.59, -0.68, -2.19], [1.85, -1.95, -1.17], [0.66, 3.08, -1.12]], "lowdin_charge": [-0.026, -0.439, -0.925, 0.074, 0.808, 0.105, 0.156, 0.157, 0.078, 0.012], "homo_energy_ha": -0.3522, "total_energy_ev": -16525.3069, "e_lumo_ev": 0.3, "fmax_ev_per_a": 5.3, "total_charge": 0, "homo_lumo_gap_ev": 9.856, "smiles": "NCC(=O)S"}



{"formula": "C2H5NOS", "method": "the ωB97M-V functional and the def2-TZVPD basis", "species": ["C", "C", "N", "O", "S", "H", "H", "H", "H", "H"], "coordinates": [[-1.258795, -0.556328, -0.628490], [1.052376, 0.836847, 0.797402], [1.449750, 0.378100, -0.404828], [1.273937, -0.907613, -0.573839], [-0.996935, 1.085543, -0.241748], [-1.594020, -0.975364, 0.422266], [-0.245313, -1.132840, -0.640904], [-1.997565, -0.735088, -1.402636], [1.401643, 1.847108, 1.020459], [0.914919, 0.159631, 1.652315]], "forces_ev_per_a": [[-0.61, -2.03, 4.06], [-1.94, 0.29, 0.21], [0.23, -3.32, -1.77], [1.15, 2.87, 0.89], [2.12, 1.45, 0.77], [-0.11, 0.11, -2.26], [-0.67, 0.73, -0.98], [0.41, -0.03, -0.29], [-0.41, -0.15, -0.16], [-0.16, 0.08, -0.46]], "lowdin_charge": [-0.538, -0.192, -0.185, -0.175, 0.781, 0.066, 0.031, 0.040, 0.079, 0.093], "homo_energy_ha": -0.3380, "total_energy_ev": -16523.1203, "e_lumo_ev": -1.2, "fmax_ev_per_a": 4.6, "total_charge": 0, "homo_lumo_gap_ev": 7.982}



{"formula": "C2H5NOS", "method": "the ωB97M-V functional and the def2-TZVPD basis", "species": ["C", "C", "N", "O", "S", "H", "H", "H", "H", "H"], "coordinates": [[-0.107794, -0.088254, -0.477846], [-0.021893, 1.065643, 1.721933], [0.599145, -1.215109, -0.670024], [-1.054381, -0.397475, -2.907756], [-1.135691, 0.541177, -1.758881], [-0.211790, 1.984155, 1.191590], [-0.938959, 0.465525, 2.043966], [0.901921, 0.913903, 2.287328], [1.437500, -1.229769, -0.181220], [0.531941, -2.039795, -1.249089]], "forces_ev_per_a": [[0.94, -0.64, -1.59], [-1.31, -0.75, 1.50], [-1.89, 1.63, -0.18], [-0.37, -0.15, -1.00], [0.68, -1.37, 1.26], [0.17, 0.03, 0.11], [1.51, 0.94, -0.49], [-0.35, 0.14, -0.32], [1.46, -0.18, 1.65], [-0.83, 0.35, -0.94]], "lowdin_charge": [-0.414, -0.048, 0.040, -0.569, 0.879, -0.041, 0.007, -0.025, 0.064, 0.106], "homo_energy_ha": [-0.2407, -0.3287], "total_energy_ev": -16521.9551, "e_lumo_ev": [0.6, -1.9], "s2": 2.01, "spin_multiplicity": 3, "fmax_ev_per_a": 2.5, "total_charge": 0, "homo_lumo_gap_ev": [7.198, 7.019]}



Please write out number 5 again, unchanged.
{"formula": "C2H5NOS", "method": "the ωB97M-V functional and the def2-TZVPD basis", "species": ["C", "C", "S", "N", "O", "H", "H", "H", "H", "H"], "coordinates": [[-1.048954, 0.836740, 0.640868], [-0.421739, -0.247857, -0.307655], [-0.862939, -1.610115, -1.005733], [0.891170, 0.001300, -0.422538], [1.846019, -1.193908, -0.681035], [-2.071197, 1.190809, 0.280665], [-1.004801, 0.373768, 1.718505], [-0.130264, 1.618822, 0.639567], [1.684730, 0.855853, -0.276068], [1.117975, -1.825413, -0.586575]], "forces_ev_per_a": [[1.90, -0.12, -0.04], [1.54, 2.65, 1.56], [-2.55, -2.10, -0.45], [6.60, 0.78, 0.12], [-1.91, 3.44, 0.38], [1.59, -0.32, 0.80], [-0.54, 0.87, -2.13], [-2.87, -1.03, 0.16], [-3.75, -2.97, -0.08], [-0.01, -1.19, -0.33]], "lowdin_charge": [-0.073, -0.934, 0.735, -0.107, -0.104, 0.088, 0.110, 0.101, 0.243, -0.060], "homo_energy_ha": -0.3256, "total_energy_ev": -16524.1682, "e_lumo_ev": 0.5, "fmax_ev_per_a": 6.6, "total_charge": 0, "homo_lumo_gap_ev": 9.400, "smiles": "CC(=S)NO"}



Number 2 is which compound? C2H5NOS



What is the formula in the seventh record? C2H5NOS